# 1
Density functional theory data (ωB97M-V with the def2-TZVPD basis set) for a 8-piece molecular cluster, C47H50F7N4O3P overall.

Structure (XYZ):
```
112
C47H50F7N4O3P ωB97M-V with the def2-TZVPD basis set
H -2.66688 5.39671 10.78165
H 10.77778 -6.19897 7.52751
C -6.11464 0.02743 -9.51515
H 2.52917 2.92033 -0.07869
F 0.21204 1.77753 -0.08444
H 4.56721 -3.11621 1.03306
H -0.23351 4.77460 -2.26606
C 0.18298 5.84482 9.05590
H 7.26378 -4.84520 4.80033
C -8.49699 0.87848 -8.36074
H -9.42516 1.20933 -7.91363
C -8.02853 1.50443 -9.50722
H 4.15457 -5.40484 1.91240
C -2.01306 3.75267 4.38351
C 10.68515 -5.15473 7.26120
C -2.57742 -1.56418 -5.76545
C -0.86471 3.57448 2.27313
H -4.50556 -1.20159 -4.78696
C -1.19207 4.34689 -2.52900
P -5.95109 -4.06540 -5.73590
H -3.82108 -2.17712 -2.93539
N -2.38643 -4.01561 -5.45186
H -0.58635 -4.35834 -6.39929
C 9.34602 -3.30383 6.59782
C 3.73317 -0.13450 0.81499
N -2.72938 -2.93123 -6.28094
O -5.10238 -2.87846 -6.52007
C 5.68097 -5.26684 3.41325
H 12.77657 -4.74644 7.49834
C -1.38184 2.97290 -2.46210
N -3.08666 -1.58266 -3.29136
H -5.76382 -4.43347 -3.60880
H -0.57462 2.32809 -2.15735
H -0.39985 -3.40889 -4.93713
H -2.88296 3.55249 4.99489
F 6.36212 -1.49390 1.96400
C 2.54892 1.87016 0.17872
C 3.73266 1.21570 0.48657
C -6.59106 -0.58745 -8.36536
C 1.37513 1.14838 0.21348
C -7.78099 -0.16445 -7.78840
H -0.07108 8.79552 10.64543
C 0.19366 4.26214 2.83037
H -2.81376 2.77795 2.64682
C 6.67149 -4.47330 3.97675
H 10.32690 -1.43166 6.29548
C -0.31705 7.78986 10.33212
H -0.45131 -5.30393 -3.53579
H -4.29002 5.25430 -3.59115
C -6.84415 1.06348 -10.06199
H -2.78354 1.35261 -2.73610
H -8.56612 2.32219 -9.96789
H 1.41879 7.58554 9.06241
H 2.51318 -1.88161 1.09997
O -5.41906 -3.75125 -4.20290
C 10.44564 -2.47082 6.57094
H -0.95939 4.78580 5.94287
H -2.70895 -0.89239 -6.62207
C 11.80771 -4.33887 7.24382
H 4.66350 1.76682 0.47189
C 4.92109 -4.78434 2.35710
C 9.43862 -4.63797 6.93888
C 0.51880 7.12512 9.44690
H 7.67185 -2.56230 3.90401
C 1.33738 -0.19010 0.54100
H -3.29420 0.03680 -4.58554
H -6.03371 -1.39748 -7.91359
H -1.52983 -1.44543 -5.46454
C 0.18606 4.70116 4.13852
H -2.10941 7.69406 11.50595
H 1.04093 5.23187 4.53551
H 5.50315 -6.26335 3.79485
H 12.55769 -2.36053 6.88939
H -5.19363 -0.28955 -9.98620
N -7.41184 -3.17683 -5.67683
H -2.82888 -3.94282 -4.54136
C -3.44017 -1.05173 -4.61778
C -2.23380 5.17211 -2.93078
C -3.46591 4.63149 -3.27045
H -0.82183 3.25783 1.24437
C 2.53125 -0.83141 0.84043
H 0.39023 -0.71251 0.56160
C 5.14207 -3.50805 1.86056
H -2.21394 -2.09202 -3.29277
C -1.97540 3.31932 3.06484
C 6.13117 -2.74024 2.43944
H -2.08899 6.24311 -2.98048
C -0.93344 4.44380 4.91647
C -0.67212 -5.53464 -4.58216
H 4.66669 -0.62423 1.04992
C -2.61179 2.42130 -2.79200
F 1.27919 4.51629 2.06537
O -3.82331 -3.75865 -8.11834
F 8.13658 -2.79486 6.27650
C -1.77635 5.88277 10.40641
C -0.95202 5.20883 9.51698
H -8.05795 -3.57429 -6.35372
H 8.54942 -5.25388 6.95518
F -6.38503 1.66743 -11.17866
H -8.14396 -0.64879 -6.89155
H -1.57062 -6.15842 -4.59684
C -3.62945 3.26319 -3.19177
C -1.46260 7.17169 10.81421
C 6.90467 -3.19709 3.48597
H -7.82946 -3.26729 -4.75479
H -1.17976 4.20593 9.18131
C -3.87007 -3.24567 -7.04757
F 0.98731 5.19348 8.19132
H 0.15570 -6.09619 -5.01354
F -4.82635 2.73034 -3.51673
C 11.68509 -2.99955 6.90051
C -0.95670 -4.25124 -5.37603
```

Calculated values
- Molar mass: 882.90 g mol⁻¹
- SMILES string: CCNN(CCN)C(=O)OP(N)O.Fc1ccccc1.Fc1ccccc1.Fc1ccccc1.Fc1ccccc1.Fc1ccccc1.Fc1ccccc1.Fc1ccccc1
- Orbital gap: 0.3325 Ha

# 2
Density functional theory data (ωB97M-V with the def2-TZVPD basis set) for C47H50N4O2PRh as an isolated structure at a distorted geometry.

Structure (XYZ):
```
105
C47H50N4O2PRh ωB97M-V with the def2-TZVPD basis set
H 1.14816 -1.44809 -5.06384
C -0.78435 -1.63897 2.54019
H -4.84450 -2.39678 0.52838
H -5.14154 7.28308 -0.21678
C 4.61344 -0.35070 0.27805
O -1.35726 1.86530 0.96092
C -2.80167 -2.94056 0.90078
C -0.07598 -4.14287 1.72418
C 1.80298 2.68632 -4.91100
O -2.36977 0.62874 -0.48035
H -4.12577 5.81114 1.40864
C -2.03832 -1.72315 2.99524
C 0.55491 1.03073 -3.06065
C -4.06579 1.89129 -2.26656
H 2.20243 -0.61081 3.35342
H 2.12346 0.65062 -1.73826
C -2.98715 -2.72747 2.43801
H -2.42193 -0.97446 3.68492
H 4.54534 0.32404 -1.78081
C -3.27750 2.85378 -0.00380
H -5.22388 4.25309 -2.39814
H -4.63236 2.24520 -3.12564
C -0.94676 -0.71112 -2.66740
H -0.75649 2.58391 3.43647
N -0.11928 0.12616 -2.16415
H -0.08374 2.59216 -0.83090
C -2.35462 1.72699 0.15880
Rh -0.25233 0.21431 0.06715
N 1.86782 0.04897 0.22737
C -0.82842 2.42119 5.57782
C -2.59022 -4.46033 1.10834
H 2.58056 0.88519 -5.77038
C -3.88412 -2.36567 0.01196
H 0.63585 -2.20648 1.05563
H -1.21635 -1.39922 -4.68716
H -1.64811 3.99969 2.27848
H -3.22002 -5.19447 0.61011
H 5.68170 -0.52268 0.29678
C -0.24346 0.26346 6.48744
C 1.07012 3.22652 -3.86743
H 0.24571 -1.27084 5.07170
C -0.28272 3.07783 -1.78255
C 2.63270 0.28788 -0.86432
C 1.96565 1.31644 -4.98859
C -3.99966 2.97390 -1.21364
H -3.17266 4.52733 2.99515
H -4.00466 -2.43273 2.68692
H -1.14080 3.44682 5.72404
C -0.64070 1.58565 6.66914
C -4.06849 5.02275 0.66565
C 1.32372 -4.58269 1.32339
C 0.46130 2.42075 -2.91389
H -0.83930 -5.04988 -0.19625
H 2.06256 -4.17514 2.01980
H -1.90225 -5.08509 4.52048
H -5.30078 6.76127 -1.90469
H -3.07328 1.58524 -2.60313
C -2.71771 3.79162 2.33399
H -4.55526 0.99868 -1.87359
C 2.48503 -0.33949 1.35810
H 2.71837 -1.16199 -4.34636
C -0.21510 0.61812 4.11725
H -2.64160 -0.70706 -3.92253
H 1.36041 -1.59048 -3.31423
C -0.26869 -2.59455 1.52476
N -1.03391 -1.83142 -0.59849
C -1.30087 -1.91302 -1.83007
C 3.86138 -0.56374 1.40494
H -3.73651 -4.73351 2.96690
P 0.08226 -0.07998 2.49237
C -5.45411 6.46753 -0.86658
H -1.36340 3.07523 -1.94326
H 1.57724 -4.24509 0.31410
H -0.80708 1.96223 7.67015
H -1.33119 0.35385 -4.48502
H 0.03410 4.11431 -1.67979
H -6.52843 6.32484 -0.72879
C 1.35674 0.46498 -4.07250
C -1.13260 -4.37565 0.60720
H 4.31522 -0.89443 2.32977
H -2.09463 -3.90584 -1.80507
C -1.55870 -0.60156 -4.02399
C -0.61473 1.94008 4.29436
C 3.98728 0.10406 -0.88232
C -1.84894 -3.12545 -2.51694
C -0.42216 -4.65387 3.09384
H -0.11169 -0.38750 7.34168
H -2.84111 2.80301 2.77633
H -1.10493 -3.51049 -3.22011
H -2.74210 -2.87649 -3.09098
C -2.79650 -4.29415 2.64252
H 0.96709 4.30161 -3.77965
C -0.03458 -0.23304 5.21194
N 1.71518 -0.50266 2.47452
C -1.30621 -2.80677 0.43205
C -3.35054 3.87654 0.96444
C -4.71514 5.19633 -0.55093
H 1.40235 -5.67067 1.35135
H 2.26617 3.33386 -5.64422
H -3.67506 -1.32541 -0.24526
C -4.68808 4.14872 -1.46049
H -3.99804 -2.94036 -0.90976
H 0.40475 -4.95624 3.73079
C 1.64895 -1.01668 -4.19388
C -1.67328 -4.72775 3.52283
```

Calculated values
- Molar mass: 836.82 g mol⁻¹
- Total charge: +2
- Orbital gap (spin up / spin down): 0.2380 / 0.2274 Ha

# 3
Density functional theory data (ωB97M-V with the def2-TZVPD basis set) for C47H50N5O5P2RhS2Si as an isolated structure at a distorted geometry.

Structure (XYZ):
```
113
C47H50N5O5P2RhS2Si ωB97M-V with the def2-TZVPD basis set
H -0.00806 5.98421 -0.23403
H 2.12969 -3.61524 3.17079
S -3.37676 -8.02014 0.47334
C 4.06919 2.46290 2.46534
H -0.08666 -4.70172 3.40973
C -2.75442 2.41201 -0.62287
N -5.40234 -7.03419 -1.15226
C -4.98457 3.37439 -0.44395
H 1.03637 3.05350 -3.07794
H -0.17768 -2.30883 -0.81108
C -4.05866 -4.59560 -1.54456
C 4.85148 0.89766 -2.03158
C 6.92426 0.29337 -0.98060
C 0.18518 1.68351 4.78852
H 6.76972 1.09567 -2.96463
C -3.26905 -3.42598 -1.64711
C -1.03445 -1.84985 1.87030
H 2.31569 -1.42038 2.06054
H 1.49597 2.57360 1.93406
C -3.28951 1.21006 -0.08948
C 1.00794 3.81268 -2.29732
N -3.54256 -5.64269 -0.80349
O -2.62269 1.69404 -3.56589
H 2.69381 -4.39660 -0.70904
C 4.84994 0.01178 0.20148
C 2.53342 -2.26720 -0.74519
H -4.99863 0.14919 0.59801
H -1.34760 1.50078 -5.11644
P 2.31436 0.61408 -0.96899
C 1.19091 -2.61071 -3.15469
O -3.29069 -9.09478 -0.48688
H -6.54524 2.06057 0.24350
C -1.19799 -2.28948 -1.16249
H 4.06104 2.57839 0.31808
H -1.64536 5.50882 0.21173
H 1.77419 3.57686 -1.56274
H -0.26740 4.58713 0.81859
C -1.52244 1.42336 -4.02413
C -5.49063 2.16558 0.02855
C 2.03627 -1.14986 -1.41752
H -3.27979 4.44789 -1.12066
H -1.92689 -1.34747 1.51182
H 6.17496 1.33300 4.18561
C 1.39248 -1.33473 -2.64519
H 6.76764 -0.47693 1.01562
C 6.23363 0.78662 -2.07659
C -1.14263 -3.07993 2.49435
H -2.06218 2.16934 1.69101
N -1.46165 2.50176 -1.01187
H -5.64082 4.22214 -0.59105
C -1.78354 2.60857 3.77096
C 1.62904 -3.71463 -2.44468
C 2.31378 -3.53733 -1.24719
H -4.69671 -2.09985 -2.63611
C -2.91152 -1.08549 -2.13353
C 2.01330 2.33892 1.00910
C 6.22524 2.42085 4.16885
Si -0.72832 4.03023 -1.59182
H -6.93965 -6.25794 -2.29916
H 0.82180 1.55479 5.65428
C 6.22982 -0.09496 0.15710
N 1.90079 0.85908 0.76416
C -3.71235 -2.19426 -2.19710
O -0.46045 1.06683 -3.38870
C 0.21531 -1.26086 1.67656
C 4.15056 0.51126 -0.89300
H -1.52701 -4.34493 -0.73999
C -4.24012 -6.68539 -0.68969
H 0.67511 -2.73530 -4.09785
P 0.21951 0.40058 0.91382
H -5.81934 -4.07147 -2.70909
C -0.28295 1.25425 2.46389
H 3.53682 2.90579 3.31034
H -1.93027 4.32097 -3.77939
C 1.34798 -1.89314 2.16839
C -0.97588 2.44525 4.88157
H 1.49393 2.89726 0.22009
H 1.44680 -4.71157 -2.82405
N -1.67047 -1.09687 -1.59368
H 1.07455 -0.47880 -3.22794
C -0.65687 5.12525 -0.04879
H 8.00323 0.21599 -1.00922
H 4.06934 1.37763 2.57676
H -0.96918 5.73813 -3.33971
H 1.27955 4.76670 -2.75798
H 5.55545 2.84415 4.91538
H 4.31190 -0.27154 1.09768
C 0.52293 1.08126 3.59219
C -4.62342 1.09153 0.22062
H -2.63183 0.36633 0.05579
H 4.30500 1.29124 -2.88222
H 1.42024 0.48045 3.52114
H -3.26023 -0.12937 -2.49970
Rh -0.41293 0.77551 -1.32892
H 3.37481 3.97514 1.12419
O -2.13467 -7.41043 0.86900
H 3.11055 -2.14788 0.15783
C -3.65035 3.50554 -0.74692
C -0.00114 -3.72731 2.94722
H -2.54764 5.48233 -2.61238
H -2.68957 3.19685 3.84051
C -1.64616 4.97306 -2.95404
S 5.79435 3.03826 2.52257
H -1.24384 2.91003 5.82136
C 3.43128 2.88398 1.15115
O -4.40146 -8.09920 1.48721
C 1.23897 -3.12344 2.80042
H 7.24466 2.74127 4.37000
C -1.93825 -3.43284 -1.15022
C -1.43510 2.02185 2.55911
C -5.96271 -6.03102 -1.89222
H -2.11027 -3.55350 2.59887
C -5.34315 -4.83039 -2.10356
```

Calculated values
- Molar mass: 1022.02 g mol⁻¹
- Spin multiplicity: 5
- Energy relative to the best compared isomer or geometry (same formula, charge and spin): 49.6 kcal per mole
- Orbital gap (spin up / spin down): 0.1579 / 0.2185 Ha
- <S²>: 6.07

> What is the formula in the third record?

C47H50N5O5P2RhS2Si